{"formula": "C5H10ClNS", "method": "ωB97M-V/def2-TZVPD", "smiles": "C[C@@]1(Cl)C[C@@H](N)[C@@H]1S", "e_homo_ev": -8.949, "e_lumo_ha": 0.0230, "molar_mass_g_mol": 151.7, "homo_lumo_gap_ev": 9.58, "total_charge": 0, "de_lowest_ev": 1.973, "symbols": ["C", "C", "Cl", "C", "C", "N", "C", "S", "H", "H", "H", "H", "H", "H", "H", "H", "H", "H"], "positions_angstrom": [[-2.0455, 0.8845, 0.6528], [-0.6643, 0.8156, 0.0206], [-0.2054, 2.2256, -1.0385], [0.4678, 0.4478, 1.0147], [1.0631, -0.4139, -0.0485], [1.4876, -1.6278, 0.5131], [-0.2517, -0.4316, -0.8348], [-0.2191, -0.7083, -2.5473], [-2.0052, -0.0118, 1.3224], [-2.9021, 0.6817, -0.1166], [-1.9025, 1.9048, 1.2343], [1.0557, 1.2672, 1.4249], [-0.0771, -0.2698, 1.7357], [1.6739, 0.1437, -0.7248], [2.4151, -1.5871, 1.0305], [1.9806, -2.1754, -0.2542], [-1.0074, -1.1594, -0.4915], [1.1365, 0.0143, -2.8929]], "atomic_forces_ev_per_a": [[0.6, 0.5, -0.4], [0.3, 0.4, -1.5], [-0.4, 0.4, 0.7], [-2.0, 0.1, 0.3], [-0.8, 0.0, 0.2], [4.2, -3.3, -1.1], [-1.2, -0.6, 2.1], [2.8, 1.6, -1.9], [-0.6, 1.0, -0.1], [1.4, 1.2, 1.5], [-1.5, -2.1, -1.0], [-0.2, -0.2, 0.4], [1.4, 1.4, -0.5], [1.3, 0.3, -0.1], [-1.7, 1.0, 0.1], [-1.6, 0.2, 0.5], [0.7, -0.4, 0.1], [-3.0, -1.4, 0.8]], "nbo_charge": [-0.651, 0.057, -0.095, -0.444, -0.056, -0.821, -0.436, 0.026, 0.217, 0.237, 0.244, 0.231, 0.221, 0.185, 0.361, 0.354, 0.235, 0.134]}